(1)
The following is a DFT calculation (ωB97M-V/def2-TZVPD) of a structure of composition C28H45GeN4O2RbSi3 in a non-equilibrium geometry.

```
84
Properties=species:S:1:pos:R:3:forces:R:3
Rb -0.050200 0.349000 0.078800 -0.2 0.5 0.0
O 1.415600 2.337000 0.341500 -0.5 0.4 0.1
C 2.516300 2.933700 0.201800 0.7 0.4 0.0
C 2.588700 4.361200 0.178900 -0.2 -0.1 0.1
C 3.767500 5.042000 0.056800 0.3 0.1 -0.1
C 4.978200 4.355000 -0.059700 0.3 0.4 0.0
C 4.967900 2.980100 -0.049000 -0.3 -0.2 0.0
C 3.780500 2.246900 0.067100 -0.3 0.8 -0.1
C 3.855900 0.823800 0.051600 0.1 -1.5 -0.1
N 2.857800 0.013400 0.014100 -1.7 1.5 0.1
N 3.104500 -1.289100 0.046800 2.0 -2.2 -0.2
C 2.154900 -2.206000 -0.024200 1.7 1.6 0.2
O 0.919900 -2.025800 -0.061500 -1.7 -0.8 -0.2
C 2.741800 -3.585600 -0.026700 -0.1 -0.2 0.0
C 1.901500 -4.692700 -0.041300 0.1 0.2 0.0
C 2.420700 -5.974100 -0.033300 0.0 -0.2 0.0
C 3.791800 -6.167900 -0.014700 0.0 -0.2 0.0
C 4.638800 -5.070400 -0.005100 0.0 0.0 0.0
C 4.119400 -3.790300 -0.011500 0.2 -0.1 0.0
H 1.653400 4.895400 0.275000 -0.1 0.1 0.0
H 3.768100 6.126200 0.049700 0.0 0.1 0.0
H 5.908400 4.899400 -0.157300 0.0 0.0 0.0
H 5.904700 2.438800 -0.136900 0.0 -0.1 0.0
H 4.870300 0.403800 0.055100 0.0 -0.2 0.1
H 0.838200 -4.520800 -0.055500 -0.1 0.0 0.0
H 1.755000 -6.826300 -0.039200 -0.1 -0.1 0.0
H 4.202900 -7.168500 -0.004200 0.0 -0.1 0.0
H 5.710900 -5.216000 0.010000 0.1 0.0 0.0
H 4.772600 -2.931500 -0.002000 -0.1 0.1 0.0
C -6.140400 3.233200 0.291300 0.0 0.0 0.1
C -4.683900 3.374200 0.025100 -0.1 0.2 0.0
C -3.886100 4.470300 -0.230300 -0.2 -0.3 0.1
C -2.587500 3.953600 -0.408600 -0.3 -0.1 0.0
N -2.600000 2.638500 -0.265200 0.9 -0.4 -0.2
N -3.862400 2.307200 0.000200 -0.4 0.2 0.1
C -1.340200 4.704100 -0.707200 0.1 -0.1 0.1
H -6.692000 4.058400 -0.152000 0.0 0.0 0.0
H -6.345900 3.224900 1.363900 0.0 0.0 0.0
H -6.508000 2.299900 -0.131900 -0.1 0.0 0.0
H -4.195500 5.495400 -0.284000 -0.1 0.2 0.0
H -4.120100 1.339900 0.108700 0.0 0.1 0.0
H -1.573900 5.732300 -0.978800 0.1 0.0 0.0
H -0.786100 4.227000 -1.513500 0.1 0.0 0.0
H -0.695200 4.693600 0.168700 0.1 0.1 0.0
C -5.157300 -0.299100 1.671300 0.6 -0.3 -0.4
Si -4.855400 -1.394000 0.102900 -1.4 1.4 0.0
C -6.466700 -2.457200 0.130700 0.9 -0.3 0.0
C -5.195400 -0.312500 -1.464400 0.6 -0.4 0.4
Ge -2.505300 -2.066200 0.068400 -1.3 -1.8 -0.1
Si -2.504600 -3.590100 1.934700 0.7 -0.7 2.0
C -0.978600 -4.730600 2.158500 -0.4 0.6 -0.5
C -2.499200 -2.503500 3.523300 0.0 -0.1 -0.7
C -4.001500 -4.788600 2.145000 0.2 0.7 -0.7
Si -2.545400 -3.474400 -1.889800 0.6 -0.5 -2.0
C -4.152600 -4.490600 -2.217900 0.3 0.6 0.7
C -1.136800 -4.752400 -2.118700 -0.4 0.6 0.5
C -2.362700 -2.313000 -3.408500 0.0 -0.1 0.7
H -5.930700 0.454500 1.542800 -0.1 0.1 -0.2
H -4.245000 0.192900 2.007500 0.0 0.1 0.1
H -5.476500 -0.944800 2.483000 0.0 -0.2 0.2
H -7.356600 -1.828400 0.135700 0.2 0.3 0.0
H -6.512100 -3.093400 1.008100 0.0 -0.2 0.2
H -6.526100 -3.098800 -0.741300 0.0 -0.2 -0.2
H -5.991000 0.414400 -1.334200 -0.2 0.1 0.2
H -5.497800 -0.963500 -2.277500 0.0 -0.2 -0.2
H -4.303600 0.211600 -1.798600 0.1 0.1 -0.1
H -0.066700 -4.153200 2.049000 0.2 0.1 -0.1
H -0.958000 -5.525600 1.418900 0.0 -0.1 -0.2
H -0.956700 -5.197000 3.141800 -0.3 0.1 0.2
H -1.781300 -1.691700 3.406800 0.1 0.1 0.0
H -2.222500 -3.062200 4.412600 0.0 -0.2 0.1
H -3.473800 -2.059800 3.700100 -0.2 0.2 0.0
H -4.067300 -5.483200 1.313200 0.0 -0.2 -0.2
H -4.936700 -4.241600 2.184600 -0.3 0.1 0.0
H -3.923800 -5.374400 3.056700 0.3 0.1 0.2
H -4.362100 -5.172400 -1.398600 -0.1 -0.2 0.2
H -4.078600 -5.080900 -3.127500 0.3 0.0 -0.2
H -5.010300 -3.834200 -2.321600 -0.2 0.1 0.0
H -1.153900 -5.519200 -1.350500 0.0 -0.2 0.2
H -0.178100 -4.249300 -2.064500 0.2 0.1 0.1
H -1.191000 -5.252300 -3.083400 -0.3 0.1 -0.2
H -3.252000 -1.705700 -3.548700 -0.2 0.2 0.0
H -2.182400 -2.854000 -4.333800 0.0 -0.2 -0.1
H -1.522000 -1.637500 -3.249800 0.1 0.0 0.0
```
Forces are in eV/Å.

## Properties
expectation value of S²	0.75
charge	-1
multiplicity	2
E_LUMO (alpha / beta)	2.03 / -0.33	eV
max |F|	2.99	eV/A
HOMO energy (alpha / beta)	-3.07 / -3.07	eV
energy above the lowest of the compared OMol25 structures with the same formula, charge and spin	55.67	kcal per mole
HOMO-LUMO gap (alpha / beta)	5.10 / 2.74	eV



(2)
The following is a DFT calculation (ωB97M-V/def2-TZVPD) of a cluster of 7 separate species, C14H42ClN6O12 in total in a non-equilibrium geometry.

```
75
Properties=species:S:1:pos:R:3:forces:R:3
Cl 0.381953 -0.719775 0.333961 -1.5 -1.6 0.7
O 1.696616 -1.051461 -0.184199 -0.2 0.4 -0.8
O 0.138337 0.702595 0.272452 0.5 0.0 0.0
O -0.707713 -1.396733 -0.376320 1.0 0.5 -0.9
O 0.329511 -1.247604 1.668919 0.2 0.8 0.6
C 2.592075 -7.302195 -0.627858 -0.1 -0.1 0.4
O 1.666794 -6.393579 -0.075887 0.1 0.2 -0.1
C 2.248924 -5.402564 0.739785 0.3 0.6 -0.1
C 1.133531 -4.535017 1.302520 0.5 -1.3 0.7
N 0.405735 -5.378640 2.287361 0.1 1.0 -0.5
C -0.525467 -4.561181 3.081248 -0.1 -0.6 -1.1
C -1.015322 -5.329172 4.281739 -0.3 0.3 0.9
O -0.060540 -5.822695 5.221015 0.4 -0.7 -0.2
C 1.202812 -5.223189 5.196184 1.0 0.4 -0.5
H 3.192880 -6.871424 -1.432756 -0.2 0.1 -0.2
H 1.975529 -8.134666 -0.961301 0.3 -0.1 -0.3
H 3.288762 -7.670692 0.137401 -0.1 0.0 0.1
H 2.979792 -4.782944 0.202429 -0.2 0.0 -0.4
H 2.824758 -5.869629 1.547978 -0.2 -0.1 0.2
H 0.511982 -4.159256 0.486923 -0.1 0.2 0.0
H 1.562011 -3.707527 1.863695 0.0 0.2 -0.2
H -0.108034 -6.062701 1.742900 -0.1 -0.1 0.2
H -1.389519 -4.300422 2.449885 -0.3 0.0 0.3
H -0.087516 -3.583982 3.289197 0.3 -0.2 0.4
H -1.590066 -6.207132 3.985174 0.0 0.0 -0.2
H -1.688462 -4.686256 4.862976 -0.2 0.1 -0.2
H 1.925029 -5.705878 5.860426 -0.8 0.0 0.7
H 1.109073 -4.155725 5.411778 0.3 0.1 0.2
H 1.752508 -5.354625 4.253432 -0.7 0.3 -0.3
C 0.615221 9.057612 -0.807457 0.2 -0.2 1.1
O -0.557869 8.503616 -1.332931 0.0 -0.1 -0.5
C -1.729811 8.630485 -0.562939 -0.3 0.7 -0.1
C -2.893764 8.165661 -1.458994 1.0 -0.3 0.2
N -3.118198 6.730207 -1.457191 -0.2 0.1 0.5
C -3.687609 6.265335 -0.202508 -0.5 -0.8 -0.5
C -3.675909 4.746341 -0.112661 0.4 -0.1 1.1
O -2.345497 4.280763 -0.282340 0.0 0.5 -0.7
C -2.199355 2.878218 -0.171563 -0.7 -0.2 0.2
H 1.182753 9.542927 -1.598853 -0.1 0.1 0.0
H 1.254502 8.304224 -0.326703 -0.1 -0.2 -0.3
H 0.394171 9.743100 0.021447 0.0 0.4 -0.4
H -1.918121 9.681674 -0.289457 0.2 0.1 -0.2
H -1.610817 8.122793 0.399870 -0.3 -0.4 -0.1
H -2.604653 8.453910 -2.470957 -0.1 0.1 0.0
H -3.796041 8.726368 -1.213604 -0.2 -0.3 0.1
H -2.276206 6.218025 -1.690104 0.1 0.1 0.1
H -4.729605 6.598459 -0.242110 -0.1 -0.1 0.4
H -3.258182 6.598107 0.751607 0.4 0.5 -0.3
H -4.406379 4.278788 -0.778948 0.3 -0.1 -0.3
H -3.915490 4.465294 0.922746 -0.6 0.1 -0.1
H -3.180667 2.397616 -0.267253 0.1 -0.1 -0.2
H -1.837731 2.593346 0.821834 0.2 0.0 -0.2
H -1.538758 2.524820 -0.960119 0.1 -0.1 0.2
C 1.866208 -4.317330 -2.977360 0.5 1.3 -0.4
O 2.326756 -5.219724 -3.666729 0.0 0.0 0.9
N 2.593152 -3.358308 -2.300420 1.0 -0.4 -0.1
N 0.551213 -4.017107 -2.868782 -0.8 -0.9 -0.1
H 2.179957 -2.582879 -1.810374 -0.2 -0.1 0.2
H 3.596986 -3.378657 -2.304191 -0.1 -0.2 -0.3
H 0.260746 -3.095579 -2.610518 -0.3 0.0 0.2
H -0.111506 -4.742964 -3.072820 -0.1 0.3 -0.2
C 0.418622 -0.705752 -4.344962 0.5 0.6 -1.4
O 0.582570 -0.926841 -5.546997 0.0 0.1 0.9
N 1.255455 0.066821 -3.594172 -0.1 -0.3 -0.1
N -0.642797 -1.146503 -3.651968 -1.3 -0.7 0.7
H 0.991564 0.281145 -2.649057 0.4 0.2 0.1
H 2.036493 0.488469 -4.054307 0.1 0.1 0.1
H -1.364913 -1.654358 -4.126959 0.2 0.0 -0.2
H -0.785812 -0.975885 -2.668874 0.1 0.1 0.1
O 3.251066 0.644693 2.094994 0.0 -0.1 0.0
H 2.591117 0.020278 1.763115 0.1 0.0 0.1
H 3.641576 1.019273 1.299603 -0.1 0.0 0.0
O 0.588141 3.896519 1.294928 -0.1 -0.1 0.0
H -0.339784 4.151290 1.237026 0.1 0.0 -0.1
H 0.601236 2.959777 1.046956 0.0 0.1 0.1
```
Forces are in eV/Å.

## Properties
charge	-1
E_LUMO	2.44	eV
max |F|	2.26	eV/A
HOMO energy	-6.52	eV
energy above the lowest of the compared OMol25 structures with the same formula, charge and spin	0.00	kcal per mole
HOMO-LUMO gap	8.96	eV



(3)
The following is a DFT calculation (ωB97M-V/def2-TZVPD) of a structure of composition C19H45AsCoF5N3Si6Te.

```
81
Properties=species:S:1:pos:R:3:forces:R:3
Co 1.220822 -2.215814 1.357941 -0.1 0.0 -0.1
C -3.533676 3.205818 -2.244964 0.0 0.0 0.0
Si -1.927616 2.578926 -1.471553 0.0 0.0 0.0
C -0.520917 3.099100 -2.615718 0.0 0.0 0.0
C -1.736253 3.464798 0.178645 0.0 0.0 0.0
Si -1.941430 0.265497 -1.215943 0.0 0.0 0.0
Te 0.281789 0.211272 1.723826 0.1 0.0 0.0
Si -3.548856 -0.532986 0.272043 -0.1 0.0 -0.1
C -3.087559 -2.244028 0.866199 0.0 0.0 0.1
C -5.231507 -0.598335 -0.581478 0.0 0.0 0.0
C -3.723324 0.608399 1.758830 0.0 0.0 0.0
Si -1.925966 -0.826719 -3.278775 0.0 0.0 -0.1
C -0.188840 -0.931035 -3.994414 0.0 0.0 0.0
C -2.979686 0.138268 -4.517195 0.0 0.0 0.0
C -2.624808 -2.561564 -3.151369 -0.1 0.0 0.0
H -3.505778 4.292271 -2.373278 0.0 0.0 0.0
H -4.388402 2.963731 -1.609098 0.0 0.0 0.0
H -3.706690 2.752194 -3.222857 0.0 0.0 0.0
H -0.452308 4.189186 -2.673314 0.0 0.0 0.0
H -0.681992 2.718080 -3.627323 0.0 0.0 0.0
H 0.437375 2.716458 -2.261768 0.0 0.0 0.0
H -1.535824 4.529055 0.024042 0.0 0.0 0.0
H -0.924583 3.040755 0.771139 0.0 0.0 0.0
H -2.651088 3.378721 0.768941 0.0 0.0 0.0
H -3.028246 -2.961296 0.045818 0.0 0.0 0.0
H -3.820039 -2.627735 1.581533 0.0 0.0 0.0
H -2.113092 -2.217783 1.359708 0.0 0.0 0.0
H -5.206107 -1.259728 -1.449790 0.0 0.0 0.0
H -5.541588 0.392491 -0.921146 0.0 0.0 0.0
H -5.992500 -0.978230 0.106450 0.0 0.0 0.0
H -2.785146 0.704313 2.310539 0.0 0.0 0.0
H -4.472789 0.202588 2.444480 0.0 0.0 0.0
H -4.045014 1.609577 1.463965 0.0 0.0 0.0
H 0.279789 0.052624 -4.069444 0.0 0.0 0.0
H -0.223726 -1.369362 -4.996173 0.0 0.0 0.0
H 0.448944 -1.560294 -3.371669 0.0 0.0 0.0
H -2.577139 1.140412 -4.683737 0.0 0.0 0.0
H -4.006572 0.243923 -4.160667 0.0 0.0 0.0
H -3.005505 -0.378114 -5.481504 0.0 0.0 0.0
H -2.060566 -3.177773 -2.452240 0.1 0.0 0.0
H -2.592341 -3.054387 -4.127080 0.0 0.0 0.0
H -3.665222 -2.553100 -2.818232 0.0 0.0 0.0
F 3.151797 -2.931579 3.417168 0.0 0.0 0.0
C 2.125497 -3.509688 2.668537 0.0 0.0 0.0
F 2.740631 -4.534070 1.964240 0.0 0.0 0.0
C 1.243546 -4.207810 3.700000 0.0 0.1 0.0
F 0.665706 -3.301606 4.507578 0.0 0.1 0.0
F 0.265958 -4.894425 3.095896 -0.1 0.0 -0.1
F 1.905422 -5.068914 4.490537 0.1 -0.1 0.0
N 0.338571 -3.316997 -0.018883 0.1 0.1 0.1
C -0.298791 -4.195324 -0.452466 0.0 0.1 -0.2
N -0.916831 -5.126773 -1.071727 0.0 0.0 0.1
C -2.087215 -5.578574 -0.646777 0.0 0.0 -0.1
N -3.118379 -6.025319 -0.367721 0.0 0.0 0.0
C 2.842022 0.003281 4.750427 0.0 0.0 0.0
Si 3.723036 0.737638 3.281731 0.0 0.0 0.0
C 3.541057 2.604904 3.312599 0.0 0.0 0.0
C 5.539356 0.268570 3.289550 0.0 0.0 0.0
As 2.813857 -0.134168 1.293099 0.0 0.0 0.0
Si 3.172796 1.435806 -0.419927 0.0 0.0 0.0
C 5.028439 1.664734 -0.607617 0.0 0.0 0.0
C 2.428410 0.647040 -1.940228 0.0 0.0 0.0
C 2.359749 3.090326 -0.100802 0.0 0.0 0.0
H 3.231649 0.450490 5.669535 0.0 0.0 0.0
H 2.984498 -1.076097 4.797400 0.0 0.0 0.0
H 1.771083 0.203861 4.695370 0.0 0.0 0.0
H 3.862646 2.997144 4.281158 0.0 0.0 0.0
H 2.496926 2.886936 3.162204 0.0 0.0 0.0
H 4.144538 3.082796 2.538115 0.0 0.0 0.0
H 6.036499 0.640517 4.189226 0.0 0.0 0.0
H 6.060252 0.677814 2.421092 0.0 0.0 0.0
H 5.642035 -0.817960 3.267794 0.0 0.0 0.0
H 5.531478 0.704712 -0.737919 0.0 0.0 0.0
H 5.455108 2.156225 0.269540 0.0 0.0 0.0
H 5.251178 2.284629 -1.479989 0.0 0.0 0.0
H 2.922016 -0.297120 -2.178268 0.0 0.0 0.0
H 2.500897 1.302903 -2.811773 0.0 0.0 0.0
H 1.371241 0.436122 -1.759217 0.0 0.0 0.0
H 2.840935 3.633518 0.713219 0.0 0.0 0.0
H 1.308726 2.946379 0.154807 0.0 0.0 0.0
H 2.407637 3.709900 -1.000879 0.0 0.0 0.0
```
Forces are in eV/Å.

## Properties
expectation value of S²	6.02
charge	-1
multiplicity	5
E_LUMO (alpha / beta)	2.29 / 1.60	eV
max |F|	0.22	eV/A
HOMO energy (alpha / beta)	-4.06 / -5.35	eV
energy above the lowest of the compared OMol25 structures with the same formula, charge and spin	2.41	kcal per mole
HOMO-LUMO gap (alpha / beta)	6.36 / 6.96	eV